[1]
ORCA calculation (the ωB97M-V functional and the def2-TZVPD basis) on an isolated ion of composition C2H5N2S and charge +1 at a distorted geometry.

Properties
charge = +1
energy above the lowest of the compared OMol25 structures with the same formula, charge and spin = 3.310 eV
HOMO level = -12.833 eV
HOMO-LUMO gap = 0.31224 hartree

```
10
Properties=species:S:1:pos:R:3:forces:R:3:nbo_charge:R:1
C -0.329 1.551 0.749 -1.56 2.02 -1.03 0.32
C 0.815 -0.007 -0.515 -4.28 0.10 2.49 -0.52
N -1.207 2.242 0.339 1.49 -1.48 1.25 -0.50
N 0.104 -1.377 -0.244 5.53 -1.32 -2.87 -0.71
S 1.029 0.739 1.122 0.07 -0.13 0.00 0.46
H 1.742 -0.090 -0.867 3.66 -1.04 -1.77 0.19
H -2.192 2.109 0.210 -0.44 0.32 -0.19 0.46
H -0.728 -1.247 0.220 -2.41 -0.03 1.18 0.43
H 0.745 -2.110 0.170 -1.09 0.94 0.52 0.42
H 0.022 -1.810 -1.184 -0.96 0.61 0.43 0.45
```
Forces are in eV/Å.

[2]
ORCA calculation (the ωB97M-V functional and the def2-TZVPD basis) on an isolated ion of composition C2H5N2S2 and charge +1 at a distorted geometry.

Properties
charge = +1
energy above the lowest of the compared OMol25 structures with the same formula, charge and spin = 1.302 eV
HOMO level = -13.401 eV
HOMO-LUMO gap = 0.33104 hartree
SMILES = [NH2+]=C/N=C\SS

```
11
Properties=species:S:1:pos:R:3:forces:R:3:nbo_charge:R:1
N 1.584 0.319 0.204 0.93 -0.28 0.28 -0.74
C 0.471 0.161 -0.514 -0.62 3.65 -1.76 0.38
N -0.239 -0.902 -0.718 0.56 -0.01 -0.23 -0.45
C -1.315 -1.516 -0.503 -1.05 -2.48 -0.96 0.00
S -2.243 -1.516 0.910 -0.93 -0.42 0.01 0.32
S -1.616 0.224 1.677 3.41 0.24 -0.11 -0.08
H 1.848 -0.528 0.758 0.12 1.30 -0.59 0.43
H 2.277 1.180 0.204 -2.36 -2.43 -0.28 0.48
H 0.064 1.101 -1.165 1.33 -2.05 1.79 0.25
H -1.793 -2.359 -1.167 1.68 1.58 0.70 0.27
H -2.733 0.516 2.135 -3.06 0.91 1.15 0.15
```
Forces are in eV/Å.

[3]
ORCA calculation (the ωB97M-V functional and the def2-TZVPD basis) on C2H5N2S3 as an isolated structure at a distorted geometry.

Properties
charge = +1
energy above the lowest of the compared OMol25 structures with the same formula, charge and spin = 2.572 eV
HOMO level = -12.684 eV
HOMO-LUMO gap = 0.25291 hartree

```
12
Properties=species:S:1:pos:R:3:forces:R:3:nbo_charge:R:1
C -0.914 1.023 -0.446 -3.79 0.28 -0.40 0.25
C 1.263 -0.258 0.488 1.04 -3.95 0.95 -0.45
N -1.026 -0.206 -0.156 2.37 1.10 0.34 -0.60
N 0.185 1.829 -0.254 0.04 -1.11 -0.13 -0.77
S 1.677 1.024 -0.397 -0.44 2.37 -0.99 0.80
S 2.054 -1.715 -0.106 -0.35 2.12 -2.43 0.24
S -2.397 -1.048 -0.552 -0.93 -0.03 -0.71 0.30
H -1.891 1.521 -0.818 1.87 -0.09 0.45 0.21
H 0.906 -0.289 1.493 -0.70 0.38 0.30 0.27
H -0.037 2.808 -0.172 0.88 0.25 -0.03 0.46
H 2.224 -2.542 0.854 -0.17 -0.68 2.21 0.16
H -2.043 -2.148 0.067 0.17 -0.65 0.44 0.13
```
Forces are in eV/Å.

[4]
ORCA calculation (the ωB97M-V functional and the def2-TZVPD basis) on one molecule with the formula C2H5N3 at a distorted geometry.

Properties
charge = 0
energy above the lowest of the compared OMol25 structures with the same formula, charge and spin = 2.986 eV
HOMO level = -9.150 eV
HOMO-LUMO gap = 0.37111 hartree

```
10
Properties=species:S:1:pos:R:3:forces:R:3:nbo_charge:R:1
C -0.330 1.020 -0.060 -0.35 -0.07 -0.07 -0.39
C -0.904 -0.328 -0.041 2.88 -1.39 0.10 -0.26
N 1.193 0.974 0.026 0.28 1.33 0.02 -0.20
N 1.650 -0.143 0.056 1.78 -0.05 0.58 0.06
N 0.938 -1.177 -0.091 -4.26 0.02 -0.83 -0.46
H -0.514 1.548 -0.996 -0.17 0.01 0.11 0.22
H -0.622 1.637 0.790 -0.06 0.02 -0.12 0.22
H -1.277 -0.735 0.886 -0.28 0.07 0.03 0.20
H -1.289 -0.755 -0.947 -0.24 -0.05 -0.13 0.21
H 1.155 -2.041 0.377 0.42 0.11 0.31 0.38
```
Forces are in eV/Å.

[5]
ORCA calculation (the ωB97M-V functional and the def2-TZVPD basis) on one molecule with the formula C2H5N3 at a distorted geometry.

Properties
charge = 0
energy above the lowest of the compared OMol25 structures with the same formula, charge and spin = 1.168 eV
HOMO level = -9.027 eV
HOMO-LUMO gap = 0.35186 hartree
SMILES = [H]/N=C\N/C=N/[H]

```
10
Properties=species:S:1:pos:R:3:forces:R:3:nbo_charge:R:1
H -0.367 -1.374 0.498 -2.73 0.61 -1.67 0.37
N -1.344 -1.033 0.062 2.41 2.44 1.26 -0.65
C -1.233 0.274 -0.094 -4.75 -4.14 -0.25 0.23
N -0.143 1.001 0.070 1.92 -1.25 0.73 -0.61
C 1.082 0.422 0.108 2.05 -0.81 -1.70 0.25
N 1.380 -0.806 -0.165 2.12 0.67 1.77 -0.67
H 2.455 -0.805 0.016 -2.34 -0.53 -0.85 0.35
H -2.185 0.860 -0.371 1.56 -0.83 0.23 0.17
H -0.191 1.942 -0.088 -0.01 2.71 -0.25 0.40
H 1.942 1.070 0.088 -0.23 1.12 0.74 0.17
```
Forces are in eV/Å.

[6]
ORCA calculation (the ωB97M-V functional and the def2-TZVPD basis) on a 2-piece molecular cluster, C2H5N3 overall at a distorted geometry.

Properties
charge = +2
energy above the lowest of the compared OMol25 structures with the same formula, charge and spin = 0.285 eV
HOMO level = -22.385 eV
HOMO-LUMO gap = 0.46581 hartree

```
10
Properties=species:S:1:pos:R:3:forces:R:3:nbo_charge:R:1
C 1.838 -2.578 0.626 1.36 -2.68 1.15 0.53
C -0.539 1.174 -0.323 -3.07 1.49 -0.57 0.83
N 1.217 -1.668 0.551 -2.04 4.87 -1.92 -0.38
N 0.547 0.885 0.055 1.82 1.49 -0.60 -0.61
N -1.781 1.515 -0.547 2.25 -1.87 -2.47 -0.71
H 2.327 -3.416 0.993 1.07 -1.71 0.10 0.30
H 0.955 -0.678 0.183 -0.10 -1.43 1.08 0.47
H 1.439 1.522 -0.016 -1.89 -1.20 0.03 0.54
H -2.173 2.074 0.183 -0.94 0.50 0.63 0.49
H -2.321 1.333 -1.511 1.53 0.54 2.56 0.54
```
Forces are in eV/Å.

[7]
ORCA calculation (the ωB97M-V functional and the def2-TZVPD basis) on one molecule with the formula C2H5N3O at a distorted geometry.

Properties
charge = 0
energy above the lowest of the compared OMol25 structures with the same formula, charge and spin = 4.919 eV
HOMO level = -9.156 eV
HOMO-LUMO gap = 0.37536 hartree
SMILES = CN1N=NCO1

```
11
Properties=species:S:1:pos:R:3:forces:R:3:nbo_charge:R:1
C 0.060 -0.827 1.166 -0.23 -2.92 1.14 -0.45
N -0.132 -0.668 -0.231 -1.57 0.68 -2.28 -0.06
N -1.549 -0.367 -0.516 0.97 -3.42 3.03 0.03
N -1.692 0.565 -1.220 -0.90 2.45 -1.70 -0.15
C -0.430 1.114 -1.615 1.46 -1.79 -2.11 0.00
O 0.551 0.441 -0.866 0.44 -0.20 1.77 -0.40
H -0.656 -1.679 1.490 1.55 0.91 -0.81 0.23
H 1.094 -1.024 1.460 -0.11 -0.56 -0.65 0.22
H -0.219 -0.107 1.849 -0.95 2.69 0.88 0.18
H -0.257 0.699 -2.690 -0.51 1.62 1.23 0.19
H -0.351 2.168 -1.425 -0.14 0.54 -0.50 0.20
```
Forces are in eV/Å.

[8]
ORCA calculation (the ωB97M-V functional and the def2-TZVPD basis) on one molecule with the formula C2H5N3O at a distorted geometry.

Properties
charge = 0
energy above the lowest of the compared OMol25 structures with the same formula, charge and spin = 2.560 eV
HOMO level = -9.263 eV
HOMO-LUMO gap = 0.33684 hartree
SMILES = C/N=N/C(N)=O

```
11
Properties=species:S:1:pos:R:3:forces:R:3:nbo_charge:R:1
C -1.868 -0.413 1.103 1.87 1.01 2.08 -0.47
N -0.801 0.229 0.386 -0.37 1.92 -1.12 -0.06
N 0.040 -0.362 -0.284 -2.73 -3.02 1.77 -0.26
C 0.882 0.514 -0.896 4.13 1.03 -0.99 0.73
N 2.165 -0.014 -1.104 -1.04 -0.39 0.83 -0.84
O 0.620 1.620 -1.256 -0.78 0.95 -0.69 -0.57
H -1.900 0.314 1.976 -0.59 -1.36 -0.62 0.22
H -1.563 -1.388 1.391 0.13 -1.12 0.53 0.20
H -2.828 -0.478 0.663 -0.72 0.43 -1.06 0.24
H 2.522 -0.718 -0.416 -0.28 1.15 -1.33 0.40
H 2.730 0.696 -1.564 0.37 -0.61 0.60 0.41
```
Forces are in eV/Å.

[9]
ORCA calculation (the ωB97M-V functional and the def2-TZVPD basis) on one molecule with the formula C2H5N3O.

Properties
charge = 0
energy above the lowest of the compared OMol25 structures with the same formula, charge and spin = 0.119 eV
HOMO level = -9.786 eV
HOMO-LUMO gap = 0.38975 hartree
SMILES = [H]/N=C/NC(N)=O

```
11
Properties=species:S:1:pos:R:3:forces:R:3:nbo_charge:R:1
H 3.225 0.867 0.436 -0.11 -0.42 -0.21 0.36
N 2.223 0.942 0.565 -0.11 -0.06 -0.12 -0.70
C 1.500 0.043 0.034 0.51 -0.02 0.13 0.29
N 0.147 0.166 0.236 -0.13 0.02 0.00 -0.65
C -0.889 -0.614 -0.259 0.03 0.06 0.11 0.79
N -2.092 -0.152 0.228 -0.24 -0.10 -0.16 -0.84
O -0.765 -1.584 -0.979 0.16 0.40 0.34 -0.62
H 1.788 -0.852 -0.531 0.07 0.32 0.02 0.19
H -0.059 0.925 0.868 -0.16 -0.01 -0.03 0.40
H -2.906 -0.576 -0.183 -0.01 0.00 -0.05 0.40
H -2.180 0.824 0.468 -0.02 -0.19 -0.03 0.39
```
Forces are in eV/Å.

[10]
ORCA calculation (the ωB97M-V functional and the def2-TZVPD basis) on one molecule with the formula C2H5N3O at a distorted geometry.

Properties
charge = 0
energy above the lowest of the compared OMol25 structures with the same formula, charge and spin = 3.966 eV
HOMO level = -10.167 eV
HOMO-LUMO gap = 0.39345 hartree
SMILES = [H]/N=C(C)/[N+]([O-])=N\[H]

```
11
Properties=species:S:1:pos:R:3:forces:R:3:nbo_charge:R:1
H -1.436 0.449 -1.713 -0.03 -0.30 0.28 0.36
N -0.553 0.747 -1.310 0.32 0.51 0.04 -0.60
C -0.129 0.089 -0.340 0.13 -1.01 -0.02 0.41
C -0.643 -1.123 0.360 -0.09 -0.29 -0.11 -0.71
N 1.223 0.517 0.193 -1.68 1.67 -1.16 0.30
O 2.152 -0.266 0.047 0.12 -0.35 0.38 -0.42
N 1.297 1.707 0.568 1.63 0.05 0.87 -0.41
H 0.403 2.183 0.579 -0.39 -0.50 -0.36 0.34
H -1.349 -1.663 -0.265 -0.05 0.05 -0.07 0.23
H 0.187 -1.789 0.599 -0.02 0.08 0.03 0.26
H -1.153 -0.851 1.283 0.07 0.09 0.10 0.24
```
Forces are in eV/Å.